# 1
Here is a molecular structure, C22H28F5NOPdSi2Te2 at a distorted geometry from the OMol25 dataset. Energies are from ωB97M-V/def2-TZVPD.

Structure (XYZ):
```
62
Properties=species:S:1:pos:R:3:nbo_charge:R:1
Pd 0.067 0.181 -0.589 0.470
C -3.260 -2.826 -2.024 -1.127
Si -2.023 -3.327 -0.646 1.975
C -1.800 -5.232 -0.734 -1.135
C -2.943 -2.902 0.957 -0.465
C -3.997 -3.717 1.336 -0.156
C -4.649 -3.545 2.542 -0.258
C -4.224 -2.540 3.396 -0.245
C -3.194 -1.701 3.010 -0.211
C -2.550 -1.847 1.782 -0.422
Si -1.173 -0.553 1.292 1.346
C -2.074 1.096 1.898 -1.109
C 0.196 -0.837 2.657 -1.119
H -4.203 -3.353 -1.890 0.197
H -2.870 -3.045 -3.010 0.250
H -3.459 -1.760 -1.980 0.250
H -2.097 -5.709 0.196 0.207
H -0.766 -5.485 -0.939 0.270
H -2.407 -5.650 -1.531 0.216
H -4.302 -4.507 0.663 0.188
H -5.474 -4.192 2.823 0.186
H -4.689 -2.416 4.368 0.187
H -2.875 -0.929 3.699 0.193
H -2.395 0.969 2.925 0.198
H -2.951 1.313 1.297 0.219
H -1.414 1.956 1.868 0.204
H -0.225 -1.253 3.569 0.205
H 0.668 0.112 2.900 0.202
H 0.960 -1.515 2.292 0.262
C 2.314 4.248 3.649 -0.633
C 1.925 3.352 2.510 0.037
C 2.617 2.170 2.203 -0.268
C 2.244 1.405 1.127 0.080
N 1.215 1.727 0.311 -0.455
C 0.546 2.869 0.599 0.072
C 0.856 3.677 1.661 -0.284
H 3.149 3.827 4.206 0.213
H 1.477 4.388 4.337 0.219
H 2.609 5.236 3.286 0.217
H 3.467 1.868 2.800 0.210
H 2.779 0.501 0.863 0.254
H -0.254 3.135 -0.085 0.216
H 0.291 4.586 1.825 0.207
F 1.277 -3.912 -1.129 -0.679
Te 0.585 -2.195 -1.794 2.590
F 1.808 -1.659 -0.092 -0.766
F 2.060 -2.906 -3.213 -0.757
F -1.339 -0.673 -2.135 -0.773
F -0.490 -3.528 -2.897 -0.698
O -0.672 -2.542 -0.326 -1.267
Te 1.762 0.390 -2.767 -0.259
C 2.821 2.136 -3.584 -0.190
C 3.942 1.930 -4.385 -0.250
C 4.618 2.975 -4.981 -0.228
C 4.196 4.281 -4.785 -0.275
C 3.098 4.511 -3.975 -0.217
C 2.427 3.454 -3.387 -0.271
H 4.270 0.913 -4.538 0.215
H 5.481 2.774 -5.606 0.190
H 4.720 5.106 -5.254 0.186
H 2.756 5.526 -3.810 0.186
H 1.568 3.647 -2.761 0.202
```

## Properties
* Kohn-Sham gap: 0.185 Ha
* F_max: 5.8 eV/Å
* relative energy (zero: lowest compared OMol25 entry of this formula, charge and spin): 404.0 kJ/mol
* charge: -2
* E: -2727.4892 a.u.
* E_HOMO: -1.13 eV

# 2
Here is a molecular structure, C17H32CrNO2P2 at a distorted geometry from the OMol25 dataset. Energies are from ωB97M-V/def2-TZVPD.

Structure (XYZ):
```
55
Properties=species:S:1:pos:R:3:mulliken_spin:R:1
Cr -0.092 -0.066 -0.313 3.363
P 1.963 -0.849 -0.781 -0.106
C 1.392 -2.168 -1.849 0.586
C 0.037 -2.602 -1.708 -0.031
N -0.845 -1.761 -1.059 0.117
C -2.164 -1.997 -0.979 -0.003
C -2.687 -3.201 -1.427 0.167
C -1.833 -4.112 -2.056 -0.044
C -0.493 -3.799 -2.227 0.165
C -3.024 -0.919 -0.336 0.002
P -2.213 0.752 -0.454 -0.105
H 0.221 -4.436 -2.744 0.001
H -3.745 -3.394 -1.249 0.003
H -2.219 -5.064 -2.417 0.001
H -4.013 -0.890 -0.812 -0.003
H -3.209 -1.138 0.730 0.002
H 1.151 -1.318 -4.062 0.002
H 2.079 -2.782 -2.441 -0.025
H 0.590 0.833 -4.177 0.002
O 1.012 -0.611 -4.725 0.007
H 1.204 -0.977 -5.600 0.000
H -0.083 1.321 -1.031 -0.180
O 0.493 1.688 -3.670 -0.003
H -0.468 1.876 -3.661 0.001
C -2.795 1.364 -2.067 0.012
H -3.890 1.310 -2.120 -0.002
H -2.460 2.411 -2.159 0.005
H -2.350 0.740 -2.861 -0.005
C -3.003 1.771 0.832 0.011
H -2.687 2.820 0.676 -0.001
H -4.103 1.700 0.752 0.002
H -2.679 1.407 1.826 0.000
C 2.811 -1.534 0.664 0.062
H 3.696 -2.101 0.362 0.000
H 3.125 -0.715 1.322 0.008
H 2.125 -2.191 1.213 -0.003
C 3.119 0.201 -1.696 0.056
H 3.537 0.942 -0.995 0.002
H 3.933 -0.420 -2.100 -0.004
H 2.564 0.715 -2.498 -0.012
C 0.013 2.840 3.908 0.015
C 1.009 1.702 3.705 0.002
C 2.424 2.241 3.507 0.015
C 0.995 0.782 4.921 0.011
C 0.636 0.966 2.518 0.192
C 0.335 0.523 1.411 -0.277
H 0.341 3.492 4.725 0.000
H -0.974 2.436 4.153 -0.001
H -0.097 3.442 3.001 -0.001
H 2.693 2.904 4.338 0.001
H 3.137 1.410 3.471 -0.002
H 2.512 2.794 2.567 -0.002
H 0.002 0.350 5.070 -0.002
H 1.702 -0.043 4.785 -0.001
H 1.278 1.352 5.816 0.001
```

## Properties
* Kohn-Sham gap (alpha / beta): 0.263 / 0.213 Ha
* F_max: 2.4 eV/Å
* relative energy (zero: lowest compared OMol25 entry of this formula, charge and spin): 73.0 kJ/mol
* charge: +1
* E: -2599.0411 a.u.
* ⟨S²⟩: 6.10
* 2S+1: 5
* E_HOMO (alpha / beta): -10.61 / -11.24 eV

# 3
Here is C3H3N5 in the gas phase at a distorted geometry from the OMol25 dataset. Energies are from ωB97M-V/def2-TZVPD.

Structure (XYZ):
```
11
Properties=species:S:1:pos:R:3:nbo_charge:R:1
C -0.273 0.447 -1.046 0.476
C -1.425 -0.554 0.646 0.278
C 0.838 -0.329 1.012 0.216
H 0.957 2.035 -1.458 0.383
H -2.205 -1.098 1.034 0.195
H 1.797 -0.346 1.654 0.208
N -0.007 1.698 -1.165 -0.649
N -1.415 -0.297 -0.619 -0.413
N -0.417 -0.327 1.523 -0.439
N 1.449 -0.777 -0.277 -0.157
N 0.702 -0.453 -1.303 -0.098
```

## Properties
* Kohn-Sham gap: 0.314 Ha
* F_max: 5.5 eV/Å
* SMILES: [H]/N=c1/ncncnn1
* relative energy (zero: lowest compared OMol25 entry of this formula, charge and spin): 308.5 kJ/mol
* charge: 0
* E: -389.7512 a.u.
* E_HOMO: -10.00 eV

# 4
Here is 3 unconnected molecules or ions with the total composition C6H19NO3 at a distorted geometry from the OMol25 dataset. Energies are from ωB97M-V/def2-TZVPD.

Structure (XYZ):
```
29
Properties=species:S:1:pos:R:3:nbo_charge:R:1
C -0.809 -2.323 -0.099 -0.440
N 0.433 -1.622 -0.404 -0.650
C 0.228 -0.207 -0.747 -0.079
C -0.201 0.755 0.322 -0.437
C -1.703 0.929 0.653 -0.386
C -2.263 0.215 1.884 -0.615
C 1.692 0.256 -1.189 -0.067
O 1.879 -0.229 -2.528 -0.771
H -1.403 -2.756 -0.996 0.185
H -1.496 -1.724 0.641 0.199
H -0.388 -3.197 0.607 0.200
H 0.848 -2.088 -1.282 0.366
H -0.302 -0.237 -1.719 0.183
H 0.168 1.798 0.028 0.228
H 0.175 0.491 1.244 0.207
H -2.234 0.535 -0.231 0.195
H -1.937 2.039 0.781 0.205
H -2.578 -0.759 1.552 0.202
H -1.433 0.319 2.599 0.204
H -3.226 0.812 2.115 0.218
H 1.573 1.401 -1.473 0.168
H 2.524 -0.050 -0.543 0.198
H 2.772 -0.644 -2.635 0.479
H 1.589 -0.847 3.030 0.467
H 1.567 -0.093 4.271 0.457
O 2.074 -0.230 3.553 -0.923
H 1.387 2.839 -3.505 0.466
H 0.537 1.834 -2.865 0.467
O 0.529 2.783 -3.065 -0.926
```

## Properties
* Kohn-Sham gap: 0.355 Ha
* F_max: 4.8 eV/Å
* SMILES: CCC[C@@H](CO)NC.O.O
* relative energy (zero: lowest compared OMol25 entry of this formula, charge and spin): 289.6 kJ/mol
* charge: 0
* E: -520.3734 a.u.
* E_HOMO: -9.01 eV

# 5
Here is a molecular structure, C2H8InO10P2 at a distorted geometry from the OMol25 dataset. Energies are from ωB97M-V/def2-TZVPD.

Structure (XYZ):
```
23
Properties=species:S:1:pos:R:3:mulliken_spin:R:1
In -0.339 0.094 -0.634 -0.025
P 2.883 0.835 -2.029 -0.077
O 1.924 -0.350 -2.294 0.443
O 4.263 0.158 -2.303 0.141
O 2.420 1.373 -0.635 0.007
O 2.440 1.832 -3.159 0.520
P -1.734 1.139 -3.723 0.040
O -1.464 2.077 -2.448 -0.556
O -0.877 -0.124 -3.394 0.796
O -1.201 1.643 -5.090 -0.388
O -3.087 0.476 -3.726 0.101
C -1.585 -2.389 2.280 0.000
O -1.831 -1.740 1.086 0.001
H -0.554 -2.741 2.253 0.000
H -1.823 -1.737 3.120 0.000
H -2.286 -3.205 2.455 0.000
H -1.836 -2.315 0.317 0.000
C 0.525 0.938 3.230 0.000
O 0.938 0.312 2.069 0.000
H 0.839 1.982 3.211 0.000
H -0.551 0.925 3.404 0.000
H 1.045 0.424 4.038 0.000
H 1.890 0.391 1.972 0.000
```

## Properties
* Kohn-Sham gap (alpha / beta): 0.159 / 0.186 Ha
* F_max: 2.5 eV/Å
* charge: -2
* E: -1706.2434 a.u.
* ⟨S²⟩: 1.79
* 2S+1: 2
* E_HOMO (alpha / beta): -1.20 / -0.74 eV

# 6
Here is a molecular structure, C22H54FN8O9PS at a distorted geometry from the OMol25 dataset. Energies are from ωB97M-V/def2-TZVPD.

Structure (XYZ):
```
96
Properties=species:S:1:pos:R:3:mulliken_charge:R:1
N 1.707 -4.589 -0.428 -0.735
P 2.181 -3.668 0.737 0.303
N 1.325 -2.147 0.897 0.472
C 1.375 -1.593 2.294 -1.496
C 1.604 -0.076 2.260 0.314
C 3.083 0.377 2.271 -0.655
C 3.418 1.253 1.049 -0.529
O 4.828 1.255 0.822 -0.553
S -0.205 -2.226 0.289 0.867
O -0.124 -2.270 -1.103 -0.485
O -0.989 -3.217 0.911 -0.607
F -0.813 -0.847 0.645 -0.196
H 2.451 -4.728 -1.101 0.242
H 3.520 -3.320 0.556 0.131
H 2.077 -4.424 1.920 0.036
H 0.436 -1.783 2.811 0.333
H 2.168 -2.126 2.813 0.709
H 1.105 0.306 1.375 0.351
H 1.117 0.349 3.137 -0.108
H 3.222 0.999 3.150 0.224
H 3.786 -0.452 2.330 0.405
H 3.157 2.288 1.224 0.349
H 2.904 0.867 0.167 0.251
H 5.111 0.341 0.670 0.326
C -2.602 -1.111 -6.004 0.109
O -1.667 -0.870 -6.745 -0.607
N -2.494 -1.373 -4.690 0.189
C -3.649 -1.652 -3.862 -0.722
C -1.176 -1.376 -4.080 -0.881
H -3.646 -1.132 -6.363 0.264
H -3.716 -0.911 -3.063 0.106
H -3.552 -2.648 -3.424 0.361
H -4.559 -1.611 -4.457 0.303
H -0.709 -0.398 -4.212 0.312
H -0.548 -2.124 -4.565 0.278
H -1.255 -1.600 -3.022 0.340
C 4.532 -0.622 -2.856 0.151
O 5.356 -1.307 -2.279 -0.664
N 4.789 0.535 -3.487 0.128
C 3.749 1.296 -4.153 -0.828
C 6.153 1.035 -3.498 -0.935
H 3.466 -0.908 -2.905 0.307
H 3.985 1.399 -5.213 0.359
H 3.673 2.289 -3.706 0.334
H 2.791 0.790 -4.054 0.202
H 6.811 0.306 -3.973 0.296
H 6.497 1.192 -2.476 0.266
H 6.196 1.974 -4.044 0.392
C -6.248 1.369 -3.240 0.096
O -5.184 1.534 -3.804 -0.571
N -6.418 1.352 -1.905 0.221
C -7.719 1.151 -1.301 -0.893
C -5.258 1.539 -1.043 -0.858
H -7.190 1.216 -3.797 0.277
H -7.979 2.014 -0.683 0.283
H -7.704 0.258 -0.673 0.340
H -8.477 1.027 -2.071 0.298
H -4.796 2.501 -1.251 0.240
H -4.525 0.755 -1.240 0.133
H -5.559 1.502 -0.001 0.406
C -1.172 1.467 4.441 0.204
O -0.089 1.641 3.909 -0.710
N -1.388 1.511 5.766 0.102
C -2.703 1.295 6.339 -0.939
C -0.265 1.784 6.647 -0.939
H -2.084 1.255 3.859 0.298
H -3.012 2.179 6.899 0.352
H -2.678 0.437 7.012 0.351
H -3.430 1.105 5.552 0.287
H 0.170 2.753 6.403 0.293
H 0.503 1.022 6.516 0.278
H -0.601 1.786 7.681 0.390
C 5.190 -5.156 1.700 0.345
O 5.066 -3.981 2.010 -0.675
N 6.350 -5.822 1.684 0.110
C 6.432 -7.219 1.302 -0.917
C 7.564 -5.115 2.062 -0.933
H 4.329 -5.779 1.395 0.160
H 6.835 -7.806 2.130 0.335
H 7.085 -7.328 0.435 0.338
H 5.444 -7.599 1.049 0.310
H 7.471 -4.739 3.081 0.292
H 7.719 -4.265 1.397 0.289
H 8.415 -5.787 1.998 0.378
C -5.448 4.890 0.388 0.219
O -4.643 4.118 0.873 -0.612
N -5.134 6.070 -0.175 0.116
C -6.140 6.947 -0.740 -0.925
C -3.737 6.472 -0.215 -0.933
H -6.531 4.676 0.367 0.220
H -5.939 7.108 -1.801 0.343
H -6.125 7.910 -0.225 0.340
H -7.128 6.506 -0.632 0.297
H -3.155 5.734 -0.768 0.278
H -3.339 6.530 0.799 0.299
H -3.647 7.441 -0.698 0.383
```

## Properties
* Kohn-Sham gap: 0.329 Ha
* F_max: 2.2 eV/Å
* charge: 0
* E: -2825.2058 a.u.
* E_HOMO: -8.49 eV

- What is the E in the second record?
  -2599.0411 a.u.